This record from OMol25 describes a structure of composition C33H37ClN2Pb. The level of theory is wB97M-V/def2-TZVPD.

Computed properties:
- M (g mol⁻¹) = 704.33
- energy above the lowest of the compared OMol25 structures with the same formula, charge and spin (eV) = 0.206
- max |F| (eV/Å) = 2.644
- electronic energy (eV) = -55569.607
- charge = -2
- frontier orbital gap (eV) = 3.00
- spin multiplicity = 1

CARTESIAN COORDINATES (ANGSTROEM)
Pb 0.5729 0.5482 -1.8031
Cl 2.3455 -1.1775 -1.1861
C -1.3793 -0.8171 -1.6239
C -2.2836 -0.6093 -2.6375
C -3.5779 -1.1369 -2.5134
C -3.9447 -1.8571 -1.3749
C -3.0053 -2.0474 -0.3487
C -1.6902 -1.5499 -0.5001
H -2.0117 -0.0446 -3.5272
H -4.3034 -0.9906 -3.3232
H -3.2929 -2.5951 0.5588
H -0.9442 -1.7233 0.2746
C -5.3309 -2.4472 -1.3069
H -5.6736 -2.6111 -0.2869
H -5.3660 -3.4158 -1.8196
H -6.0596 -1.8061 -1.8184
C 2.0527 -0.0560 -7.3111
N 1.9977 -0.2941 -5.9548
H 1.0857 1.5438 -8.4564
N 0.7516 1.3994 -6.3216
H 2.6345 -0.6344 -7.9903
C 2.7299 -1.3905 -5.2948
C 3.5960 -2.1164 -6.3093
C 3.6399 -0.7743 -4.2452
H 4.3338 -1.4502 -6.7702
H 4.1632 -2.9107 -5.8069
H 3.0124 -2.6053 -7.0964
H 2.2302 -3.1293 -4.1300
H 1.1428 -2.8346 -5.5046
H 3.0943 -0.0715 -3.6122
C 1.7072 -2.3486 -4.6981
H 4.4675 -0.2501 -4.7418
H 4.0510 -1.5647 -3.6045
H 1.0161 -1.8311 -4.0254
C 1.2893 1.0289 -7.5380
C 0.7338 3.6817 -5.4750
H 1.5360 3.9885 -6.1575
H 0.1085 4.5560 -5.2719
C -0.1146 2.5943 -6.1291
H -1.9571 3.0126 -5.1115
C -0.5999 3.0680 -7.4907
H -1.1220 2.2756 -8.0403
H 1.1757 3.3289 -4.5346
H -0.9188 1.8480 -4.2486
H 0.2318 3.4491 -8.0959
H -1.3084 3.8934 -7.3628
C -1.2702 2.1690 -5.2373
H -1.8289 1.3483 -5.7084
C 1.1967 0.5997 -5.3272
C 0.4354 0.8398 0.4553
C 0.4216 0.5497 1.6684
C 0.3943 0.2943 3.0334
C -0.8811 0.0742 3.6759
C -1.1433 0.6058 4.9653
C -2.3841 0.3900 5.5755
C -3.3613 -0.3657 4.9194
C -3.1103 -0.9183 3.6549
C -1.8940 -0.6542 3.0200
C 1.6101 0.2784 3.8069
C 1.6578 -0.2501 5.1295
C 2.7838 -0.0639 5.9281
C 3.9188 0.5702 5.3938
C 3.9458 0.9307 4.0389
C 2.8069 0.7867 3.2552
H -0.3788 1.2195 5.4545
H -2.5613 0.8189 6.5582
H -4.3154 -0.5388 5.4103
H -3.8525 -1.5329 3.1444
H -1.6956 -1.0124 2.0083
H 0.7912 -0.7819 5.5295
H 2.7764 -0.4157 6.9617
H 4.7857 0.7424 6.0287
H 4.8554 1.3257 3.5811
H 2.7878 1.0934 2.2073

Atoms 1-6, force components in eV/Å:
-0.6 0.3 1.0
0.5 -0.7 -0.1
2.1 0.9 -0.4
-1.3 -0.5 0.1
0.2 0.1 -0.2
0.1 0.1 0.0

Atom charges from the Löwdin analysis, given in e for atoms 1 to 8: atom 1 (Pb): 0.720, atom 2 (Cl): -0.227, atom 3 (C): -0.355, atom 4 (C): -0.179, atom 5 (C): -0.089, atom 6 (C): -0.313, atom 7 (C): -0.054, atom 8 (C): -0.138

***

This record from OMol25 describes a structure of composition C33H37CrN8O3. The level of theory is wB97M-V/def2-TZVPD.

Computed properties:
- M (g mol⁻¹) = 645.71
- energy above the lowest of the compared OMol25 structures with the same formula, charge and spin (eV) = 5.466
- max |F| (eV/Å) = 3.480
- electronic energy (eV) = -81287.880
- charge = +2
- frontier orbital gap (alpha / beta) (eV) = 6.32 / 6.64
- spin multiplicity = 4

CARTESIAN COORDINATES (ANGSTROEM)
Cr -1.1874 2.1700 0.9810
O -0.2124 -1.3122 -4.0442
C 0.8618 -2.0646 -3.8996
C 1.3311 -2.9622 -4.8848
C 2.6493 -3.3135 -5.0144
C 3.5632 -2.9021 -3.9734
C 3.1036 -2.2544 -2.8447
C 1.7583 -1.8562 -2.7417
C 1.3105 -0.9563 -1.7198
O 1.7994 -1.0324 -0.4821
N 0.4894 -0.0340 -2.1378
N -0.0695 0.9740 -1.3521
C -0.2703 2.0488 -2.0780
C -0.5887 3.3562 -1.5120
C 0.1065 4.4022 -2.0852
C 0.8871 5.3942 -1.3611
C 0.8969 5.5268 -0.0167
C -0.0088 4.6920 0.9369
N -1.5624 3.4047 -0.5277
H 0.0631 -0.4487 -3.1269
H 0.5807 -3.2813 -5.5780
H 3.0788 -3.9250 -5.8016
H 4.6161 -3.0814 -4.0884
H 3.7267 -1.9363 -2.0307
H -0.0386 1.9789 -3.1460
H 0.4369 4.3720 -3.1388
H 1.3953 6.0915 -1.9736
H 1.4139 6.2812 0.5159
H -0.0812 5.3962 1.8299
C -2.3426 5.7524 -0.1412
C -1.6232 4.5138 0.3320
O 0.3914 3.4111 1.2751
N -2.4092 3.8540 1.4440
C -2.3622 4.2728 2.8901
C -1.7552 3.1557 3.7627
C -1.8102 3.1124 5.1338
C -1.3006 2.0306 5.8256
C -0.3701 1.2388 5.1500
C -0.2237 1.3795 3.7847
N -1.0193 2.2114 3.0618
H -1.7399 6.2102 -0.9587
H -2.4360 6.5669 0.6098
H -3.3253 5.4570 -0.5420
H -3.3401 3.8233 0.9921
H -3.4005 4.4476 3.1864
H -1.9000 5.2764 3.0335
H -2.5109 3.7996 5.6048
H -1.4983 1.8960 6.8980
H 0.2265 0.4837 5.5623
H 0.5115 0.7953 3.1461
N -3.3528 -1.2682 0.1706
C -3.9734 -0.4633 -0.7793
C -3.6066 0.7995 -0.4690
N -2.7870 0.8278 0.6710
C -2.8033 -0.4379 1.1114
H -3.4664 -2.2877 0.2094
H -4.5723 -0.8852 -1.5522
H -3.8195 1.6850 -1.0629
H -2.4038 -0.8584 2.0787
C -0.0614 -5.0252 -1.6400
N 0.2131 -4.9937 -0.1902
C -0.8332 -5.7233 0.5167
C 0.5481 -3.6249 0.3736
C 1.9851 -3.3173 0.3510
C 2.8996 -4.2757 0.8245
C 4.2473 -4.0043 1.1639
C 4.6686 -2.6735 1.1198
C 3.8176 -1.7016 0.6273
C 2.5453 -2.0512 0.1369
H -0.2827 -6.0470 -1.9750
H 0.8339 -4.6629 -2.1751
H -0.8643 -4.3659 -1.8819
H 1.0750 -5.5328 -0.0426
H -1.7899 -5.2371 0.4946
H -0.4875 -5.8297 1.5872
H -0.9407 -6.7104 0.0045
H 0.1253 -3.6858 1.3788
H -0.0958 -2.8323 -0.1730
H 2.6497 -5.3133 1.0186
H 4.8975 -4.8518 1.4243
H 5.7098 -2.4317 1.4597
H 4.1130 -0.6361 0.4632

Atoms 1-6, force components in eV/Å:
0.6 2.8 0.1
1.0 -1.3 0.3
0.7 1.6 1.2
-0.5 -0.3 -0.4
1.0 0.4 2.1
-0.6 0.0 -0.3

Atom charges from the Löwdin analysis, given in e for atoms 1 to 8: atom 1 (Cr): 0.937, atom 2 (O): -0.036, atom 3 (C): -0.302, atom 4 (C): -0.030, atom 5 (C): -0.036, atom 6 (C): -0.067, atom 7 (C): -0.034, atom 8 (C): -0.102

***

This record from OMol25 describes a structure of composition C33H37F9MnN4O2S. The level of theory is wB97M-V/def2-TZVPD.

Computed properties:
- M (g mol⁻¹) = 779.67
- energy above the lowest of the compared OMol25 structures with the same formula, charge and spin (eV) = 0.520
- max |F| (eV/Å) = 1.621
- electronic energy (eV) = -111491.171
- charge = 0
- frontier orbital gap (alpha / beta) (eV) = 5.05 / 6.92
- spin multiplicity = 6

CARTESIAN COORDINATES (ANGSTROEM)
Mn 0.5316 1.3563 -1.1984
C 5.1248 -1.2848 -3.0601
C 5.4900 -0.0249 -2.6025
C 4.5345 0.9589 -2.4189
C 3.1870 0.6916 -2.6870
C 2.8287 -0.5701 -3.1712
C 3.7924 -1.5483 -3.3513
N 2.1907 1.6457 -2.4677
N 2.5270 2.9054 -2.6721
C 1.4997 3.7571 -2.4019
C 1.6082 5.1212 -2.6948
C 0.5400 5.9616 -2.4363
C -0.6376 5.4585 -1.8972
C -0.7437 4.1019 -1.5928
C 0.3114 3.2405 -1.8118
H 5.8759 -2.0515 -3.2030
H 6.5291 0.1900 -2.3843
H 4.7977 1.9433 -2.0556
H 1.7886 -0.7503 -3.4197
H 3.5110 -2.5216 -3.7373
H 2.5330 5.4891 -3.1199
H 0.6188 7.0181 -2.6610
H -1.4763 6.1155 -1.7044
H -1.6630 3.7314 -1.1506
C -6.1393 -2.0635 -0.6688
C -5.4383 -3.3611 -0.2644
C -4.2521 -3.7322 -1.1610
C -2.9735 -2.9418 -0.8861
N -2.9810 -1.6269 -1.5293
C -2.2807 -0.5336 -1.1403
S -1.6205 0.4588 -2.3732
N -2.2305 -0.1867 0.1350
C -3.0286 -0.7057 1.2368
C -2.2014 -1.4915 2.2513
C -3.0676 -2.1746 3.3108
C -3.6609 -1.1893 4.3168
H -6.8868 -1.7836 0.0743
H -6.6475 -2.1867 -1.6266
H -5.4283 -1.2447 -0.7713
H -6.1633 -4.1774 -0.2957
H -5.0930 -3.2917 0.7723
H -4.5331 -3.6082 -2.2116
H -4.0158 -4.7887 -1.0162
H -2.1203 -3.5141 -1.2666
H -2.8318 -2.8266 0.1872
H -3.0159 -1.6861 -2.5360
H -1.6158 0.5931 0.3755
H -3.8322 -1.3266 0.8401
H -3.4908 0.1538 1.7252
H -1.5033 -0.8158 2.7431
H -1.6028 -2.2354 1.7152
H -2.4522 -2.9022 3.8441
H -3.8724 -2.7335 2.8207
H -2.8671 -0.6664 4.8524
H -4.2765 -1.7141 5.0475
H -4.2835 -0.4428 3.8219
F 2.1453 1.3662 3.1107
C 0.8290 1.1944 2.9020
F 0.2486 1.1582 4.1151
F 0.6988 -0.0310 2.3682
C 0.1845 2.2763 1.9175
O -0.1706 1.7009 0.7606
C -1.1022 2.8678 2.5770
F -0.8391 3.6156 3.6601
F -1.9419 1.8752 2.9456
F -1.7728 3.6242 1.7026
C 1.2164 3.4542 1.7514
F 0.6489 4.5406 1.2294
F 2.2082 3.0655 0.9222
F 1.7864 3.8379 2.9042
C 1.3394 -2.7912 -0.9164
C 1.7696 -1.4110 -0.5223
O 1.0183 -0.4769 -0.8121
C 3.0429 -1.2181 0.1600
C 3.8388 -2.3004 0.5547
C 5.0479 -2.0830 1.1831
C 5.4839 -0.7893 1.4423
C 4.7026 0.2936 1.0633
C 3.4995 0.0781 0.4254
H 0.4552 -2.7220 -1.5453
H 1.1089 -3.3862 -0.0300
H 2.1389 -3.2831 -1.4691
H 3.5090 -3.3153 0.3740
H 5.6595 -2.9275 1.4727
H 6.4275 -0.6278 1.9466
H 5.0305 1.3053 1.2611
H 2.8955 0.9199 0.1219

Atoms 1-6, force components in eV/Å:
-0.7 1.0 -0.2
0.0 0.0 0.0
0.0 0.0 0.0
-0.2 0.0 -0.1
0.7 -0.1 0.0
-0.1 0.2 0.0

Atom charges from the Löwdin analysis, given in e for atoms 1 to 8: atom 1 (Mn): 0.765, atom 2 (C): -0.097, atom 3 (C): -0.084, atom 4 (C): -0.037, atom 5 (C): -0.291, atom 6 (C): -0.049, atom 7 (C): -0.097, atom 8 (N): -0.082